C24H18N5O6S4Ta | wB97M-V/def2-TZVPD

Energy in eV: -89811.9771
Total charge: 0

Structure (XYZ):
```
58
Properties=species:S:1:pos:R:3:forces:R:3:lowdin_charge:R:1
Ta 0.9479 0.3895 -1.3380 -0.1 0.0 0.1 1.6229
O 2.6679 0.3941 -5.0575 0.1 -0.1 0.0 0.1670
C 1.9155 0.5678 -4.1497 -0.1 0.1 0.1 -0.4983
O 1.9856 -0.0133 -2.9486 0.0 0.2 0.1 -0.1922
C 0.7255 1.4872 -4.2282 0.0 0.0 0.0 -0.1720
C 0.3660 2.1412 -5.3872 0.0 0.0 0.0 0.0372
C -0.7850 2.9141 -5.3671 0.0 0.0 0.0 -0.0142
C -1.5331 2.9840 -4.2006 0.0 0.0 0.0 -0.0101
C -1.1057 2.2923 -3.0817 0.0 0.0 0.0 -0.1133
N 0.0183 1.5753 -3.0980 0.2 0.0 0.0 -0.0631
H 0.9832 2.0202 -6.2658 0.0 0.0 0.0 0.1328
H -1.1051 3.4427 -6.2546 0.0 0.0 0.0 0.1196
H -2.4474 3.5575 -4.1514 0.0 0.0 0.0 0.1197
H -1.6718 2.2861 -2.1600 0.0 0.0 0.0 0.1201
C 1.2093 3.2499 5.5260 0.0 0.0 0.0 -0.0378
C 1.6999 2.8687 4.1587 0.0 0.0 0.0 -0.2463
C 2.6015 3.6771 3.4713 0.0 0.0 0.0 -0.0188
C 3.0314 3.3425 2.1985 0.0 0.0 0.0 -0.0483
C 2.5424 2.1831 1.6084 0.0 0.0 0.1 -0.2943
C 1.6606 1.3432 2.2820 0.0 0.0 0.0 -0.0328
C 1.2501 1.6955 3.5540 0.0 0.0 0.0 -0.0025
S 3.0208 1.8396 -0.0358 0.1 -0.1 -0.1 0.6683
O 2.8012 0.3593 -0.2524 0.0 0.2 0.0 -0.4307
O 4.3331 2.3397 -0.2539 0.0 0.0 -0.1 -0.2273
N 1.8898 2.3340 -1.0494 -0.1 0.1 -0.1 -0.2932
C 0.9988 3.4185 -0.6729 0.0 -0.1 -0.1 -0.1447
C -0.2671 2.8108 -0.0647 0.1 -0.1 0.0 -0.5719
O -1.1256 3.4444 0.4687 -0.1 0.0 0.0 0.1397
O -0.3207 1.4764 -0.2644 0.1 0.0 -0.1 -0.2664
H 1.8297 4.0268 5.9694 0.0 0.0 0.0 0.0782
H 1.2018 2.3877 6.1924 0.0 0.0 0.0 0.0860
H 0.1864 3.6265 5.4666 0.0 0.0 0.0 0.0922
H 2.9798 4.5759 3.9415 0.0 0.0 0.0 0.1184
H 3.7488 3.9578 1.6720 0.0 0.0 0.0 0.1204
H 1.3220 0.4118 1.8462 0.0 0.0 0.0 0.0927
H 0.5710 1.0422 4.0873 0.0 0.0 0.0 0.1294
H 0.6999 3.9766 -1.5619 0.0 0.0 0.0 0.1257
H 1.4283 4.1333 0.0272 0.0 0.0 0.0 0.1270
N 0.9832 -2.2718 0.6742 0.0 0.0 0.0 0.0769
C 0.9739 -1.3926 -0.0730 -0.2 0.0 0.0 -0.3910
S -3.6430 -2.7907 2.5814 -0.1 0.0 0.0 0.5837
C -2.9152 -2.5662 1.1223 0.1 -0.1 0.0 -1.1162
S -2.5482 -1.0142 0.4306 0.0 0.1 0.0 0.9823
C -1.7440 -1.7927 -0.8976 -0.1 0.0 -0.2 -1.0809
N -1.7911 -3.0723 -0.8714 0.1 0.1 0.1 0.0506
N -2.4411 -3.5013 0.2532 0.0 -0.1 0.0 -0.1499
C -2.4195 -4.9117 0.5029 0.0 0.1 0.0 -0.2321
C -3.6039 -5.5961 0.7103 0.0 0.0 0.0 -0.0383
C -3.5566 -6.9632 0.9363 0.0 0.0 0.0 -0.0765
C -2.3381 -7.6277 0.9456 0.0 0.0 0.0 -0.0886
C -1.1595 -6.9251 0.7328 0.0 0.0 0.0 -0.0749
C -1.1944 -5.5569 0.5139 0.0 0.0 0.0 -0.0085
S -1.0324 -0.8878 -2.2194 0.0 0.0 0.1 0.6233
H -4.5431 -5.0613 0.7053 0.0 0.0 0.0 0.1077
H -4.4753 -7.5098 1.1035 0.0 0.0 0.0 0.1035
H -2.3073 -8.6954 1.1200 0.0 0.0 0.0 0.1007
H -0.2087 -7.4413 0.7440 0.0 0.0 0.0 0.1036
H -0.2908 -4.9819 0.3583 0.0 0.0 0.0 0.1056
```
Forces are in eV/Å.

C24H18N7O3PdS4 | wB97M-V/def2-TZVPD

Energy in eV: -88567.2013
Total charge: +1

Structure (XYZ):
```
57
Properties=species:S:1:pos:R:3:forces:R:3:lowdin_charge:R:1
Pd -0.4105 0.2768 -0.6269 2.2 -0.4 3.3 1.0363
C 2.5694 -1.5849 -3.3716 -0.2 -0.1 0.1 -0.0020
C 1.3709 -1.3578 -2.6668 -0.1 -0.2 -0.1 -0.0656
N 1.3297 -0.6639 -1.5519 -1.2 0.5 -0.5 0.0549
C 2.4709 -0.1163 -1.0762 0.0 0.4 0.7 -0.1556
C 3.6916 -0.2460 -1.7286 0.6 0.0 -0.2 -0.1345
C 3.7218 -1.0247 -2.9084 0.1 0.1 0.0 0.0307
C 4.8182 0.4526 -1.2206 0.0 0.0 0.0 0.0085
C 4.6974 1.2736 -0.1275 -0.1 -0.2 -0.2 -0.0364
C 3.4706 1.3887 0.5414 -0.3 0.0 -0.1 0.0107
C 2.3686 0.6526 0.1186 0.7 0.1 -0.4 -0.2281
N 1.1228 0.6329 0.6895 -1.1 0.3 -1.0 0.0111
C 0.8269 1.0554 1.9618 0.0 0.0 0.7 -0.2631
C 1.7282 1.1253 3.0168 -0.2 -0.1 -0.3 -0.0039
C 1.3113 1.5750 4.2801 -0.4 0.0 0.0 -0.0437
C 0.0113 1.9603 4.4848 0.1 0.0 0.1 -0.0012
C -0.9454 1.8455 3.4422 -0.1 0.1 0.5 -0.1384
C -2.3092 2.1877 3.5916 0.1 0.0 0.1 0.0314
C -3.1654 1.9990 2.5460 0.0 -0.1 -0.1 -0.0005
C -2.6685 1.4476 1.3476 -0.3 -0.1 -0.1 -0.0670
N -1.4078 1.1094 1.2017 -0.4 -0.1 -1.3 0.0238
C -0.5466 1.3332 2.2101 0.9 -0.1 0.0 -0.2216
H 2.5492 -2.1735 -4.2776 0.0 0.0 0.0 0.1211
H 0.4244 -1.7447 -3.0172 0.1 0.0 0.0 0.0977
H 4.6586 -1.1496 -3.4383 0.0 0.0 0.0 0.1322
H 5.7660 0.3665 -1.7390 -0.1 0.0 0.0 0.1258
H 5.5432 1.8566 0.2095 0.0 0.0 0.0 0.1192
H 3.3696 2.0984 1.3496 0.0 -0.1 0.0 0.1174
H 2.7457 0.7905 2.8821 0.0 0.0 0.0 0.1136
H 2.0255 1.6141 5.0911 0.0 0.0 0.0 0.1176
H -0.3064 2.3267 5.4537 0.0 0.0 -0.1 0.1237
H -2.6543 2.6028 4.5316 0.0 0.0 0.0 0.1318
H -4.2117 2.2597 2.6178 0.0 0.0 0.0 0.1207
H -3.3073 1.2803 0.4895 0.0 0.1 0.0 0.1221
N -0.3701 -1.8477 2.7863 -0.4 0.1 -0.1 0.1089
C -1.2961 -2.2789 1.8661 0.6 0.3 0.2 -0.7074
N -1.3062 -1.8985 0.6213 -0.2 -0.4 -0.3 0.0537
C -2.3337 -2.5452 -0.0626 0.3 0.5 -0.4 -0.3298
C -3.1074 -3.3509 0.6879 -0.2 -0.2 0.2 -0.3488
S -2.5389 -3.3717 2.3123 -0.3 -0.2 0.1 1.0804
C -2.4946 -2.3231 -1.5178 0.4 0.3 0.7 -0.3307
C -3.3428 -3.0084 -2.3007 -0.2 -0.2 -0.3 -0.3459
S -3.2361 -2.4336 -3.9210 -0.3 -0.2 -0.1 1.0920
C -2.0461 -1.3002 -3.4245 0.4 0.7 -0.4 -0.7103
N -1.7367 -1.3410 -2.1527 -0.2 -0.1 0.5 0.0332
N -1.4451 -0.4735 -4.3235 -0.1 -0.4 0.3 0.1165
H 0.4790 -1.4485 2.4260 0.0 -0.1 -0.1 0.0819
H -0.2909 -2.3394 3.6593 0.0 0.0 0.0 0.0969
H -3.9687 -3.9265 0.3905 0.0 0.0 0.0 0.0799
H -4.0091 -3.8130 -2.0340 0.1 0.1 0.0 0.0802
H -1.8688 -0.3680 -5.2286 0.0 0.0 0.0 0.1029
H -0.9355 0.3244 -3.9476 -0.1 0.1 0.0 0.0458
O -2.1291 1.5930 -1.5638 0.4 0.9 -0.8 -0.4702
S -1.0774 2.4401 -2.1980 -0.9 -0.8 -0.4 0.1015
O -0.1215 1.5818 -2.9089 -0.1 0.5 -0.4 -0.4626
O -1.5510 3.5956 -2.8905 0.2 0.2 0.2 -0.3051
S 0.0682 3.0835 -0.5818 0.2 -1.1 0.2 0.6481
```
Forces are in eV/Å.

C24H18NO2PSV | wB97M-V/def2-TZVPD

Spin multiplicity: 2
Energy in eV: -76562.2838
Total charge: +2

Structure (XYZ):
```
48
Properties=species:S:1:pos:R:3:forces:R:3:lowdin_charge:R:1
V -0.0411 0.5873 -0.8042 -0.1 0.4 -0.3 0.7713
S -1.4611 -0.8218 -1.7370 0.4 -0.1 0.2 0.8036
C -0.0150 -1.7700 -1.1913 0.1 -0.2 0.1 -0.6135
C 0.3130 -3.0420 -1.6241 -0.3 0.1 -0.1 -0.0250
C 1.4698 -3.6176 -1.1247 0.1 0.0 0.0 0.0224
C 2.2924 -2.9179 -0.2444 0.1 0.0 0.0 0.0077
C 1.9374 -1.6447 0.1253 -0.2 0.2 0.0 -0.0446
N 0.7859 -1.1062 -0.3264 0.0 -0.4 -0.1 -0.0979
H -0.3308 -3.5638 -2.3174 0.0 0.0 0.0 0.1328
H 1.7404 -4.6193 -1.4331 0.0 0.0 0.0 0.1397
H 3.2037 -3.3555 0.1367 0.0 0.0 0.0 0.1343
H 2.5255 -1.0167 0.7791 0.1 0.0 0.0 0.1348
O 2.1260 1.5352 0.1793 0.0 -0.1 0.1 0.1666
C 1.2752 2.3679 0.0109 -0.6 -0.2 -0.8 -0.4487
O 0.5018 2.2042 -1.1830 0.3 0.3 0.7 -0.1437
C 0.7098 3.3392 0.9572 0.1 0.0 0.1 -0.1538
C 1.4910 4.3190 1.5462 -0.1 0.1 0.0 0.0295
C 0.9158 5.1469 2.5030 0.0 0.0 0.0 -0.0092
C -0.4022 4.9578 2.8921 0.0 0.0 0.0 -0.0137
C -1.1681 3.9409 2.3308 0.0 0.1 0.1 -0.0338
C -0.6254 3.1354 1.3403 0.0 0.0 0.0 -0.2693
P -1.5941 1.7588 0.6582 0.2 0.1 0.0 1.0912
C -2.3668 0.8498 1.9781 0.1 -0.1 0.1 -0.3582
C -1.6010 -0.0980 2.6619 0.0 -0.1 0.0 -0.0841
C -2.1398 -0.7678 3.7454 0.0 0.0 0.0 -0.0455
C -3.4408 -0.4885 4.1495 0.0 0.0 0.0 -0.0300
C -4.2004 0.4587 3.4777 0.0 0.0 0.0 -0.0376
C -3.6696 1.1341 2.3893 0.0 0.0 0.0 -0.0678
C -2.7819 2.3861 -0.5147 0.0 0.0 -0.1 -0.3677
C -3.7809 1.5304 -0.9984 0.0 0.0 0.0 -0.1228
C -4.6771 1.9907 -1.9451 0.0 0.0 0.0 -0.0395
C -4.5788 3.2966 -2.4161 0.0 0.0 0.0 -0.0250
C -3.5803 4.1408 -1.9502 0.0 0.0 0.0 -0.0354
C -2.6743 3.6887 -1.0046 0.0 0.1 0.0 -0.0571
H 2.5260 4.4450 1.2572 0.0 0.0 0.0 0.1408
H 1.5054 5.9312 2.9573 0.0 0.0 0.0 0.1293
H -0.8348 5.5958 3.6508 0.0 0.0 0.0 0.1280
H -2.1815 3.7808 2.6786 0.0 0.0 0.0 0.1241
H -0.5815 -0.3145 2.3592 0.0 0.0 0.0 0.0987
H -1.5495 -1.5034 4.2744 0.0 0.0 0.0 0.1200
H -3.8624 -1.0126 4.9968 0.0 0.0 0.0 0.1241
H -5.2095 0.6751 3.8012 0.0 0.0 0.0 0.1234
H -4.2662 1.8764 1.8751 0.0 0.0 -0.1 0.1173
H -3.8692 0.5157 -0.6283 0.0 0.0 0.1 0.0976
H -5.4553 1.3359 -2.3131 0.0 0.0 0.0 0.1231
H -5.2858 3.6566 -3.1517 0.0 0.0 0.0 0.1249
H -3.5084 5.1536 -2.3222 0.0 0.0 0.0 0.1234
H -1.8985 4.3530 -0.6455 0.0 0.0 0.0 0.1155
```
Forces are in eV/Å.

C24H19B2ClF4IN6O9V | wB97M-V/def2-TZVPD

Spin multiplicity: 2
Energy in eV: -111108.0301
Total charge: -1

Structure (XYZ):
```
67
Properties=species:S:1:pos:R:3:forces:R:3:lowdin_charge:R:1
V -1.0074 0.1682 0.1000 1.0 -2.2 -0.6 1.1398
C -4.8047 -1.8436 1.2016 0.0 0.0 0.0 0.0221
C -3.7154 -0.9382 0.7484 -0.1 -0.1 -0.1 -0.2074
N -2.6026 -0.7610 1.3518 0.0 0.3 0.0 0.0261
O -2.4535 -1.3693 2.5208 0.1 -0.1 0.2 0.0885
B -1.1086 -1.7886 3.0557 0.0 0.0 0.0 -1.0495
F -0.7492 -3.0246 2.6003 0.0 0.1 0.0 0.1929
F -1.2462 -1.7286 4.4312 0.0 0.0 -0.1 0.1537
O 0.0019 -0.8167 2.6648 0.0 -0.2 0.1 0.0614
N -0.3507 0.2874 2.0166 -0.1 0.2 0.2 -0.0644
C -0.0599 1.4303 2.5071 0.0 0.0 0.1 -0.2139
C 0.5929 1.6361 3.8242 0.0 0.0 0.0 0.0288
C -0.4324 2.5481 1.6221 0.0 0.1 0.1 -0.2012
N -1.1239 2.1764 0.6098 -0.2 0.5 0.2 -0.0081
O -1.5070 3.1203 -0.2582 -0.1 0.1 -0.1 0.0638
B -2.8518 2.8586 -0.9221 0.0 0.1 0.0 -1.1056
F -3.8217 2.8130 0.0879 0.0 0.0 -0.1 0.1445
F -3.0326 3.8653 -1.8264 0.0 -0.1 0.1 0.1656
O -2.8657 1.5546 -1.6643 0.0 0.1 0.1 0.0329
N -2.7766 0.5362 -0.7683 -0.2 0.2 -0.2 -0.0285
C -3.8493 -0.0793 -0.4401 0.0 0.1 0.0 -0.1895
C -5.1568 0.1339 -1.1083 0.0 0.0 0.0 0.0296
C -0.0332 3.9539 1.8969 -0.1 0.0 0.0 0.0255
H -4.5265 -2.3185 2.1359 0.0 0.0 0.0 0.0888
H -4.9713 -2.6159 0.4476 0.0 0.0 0.0 0.1042
H -5.7368 -1.2915 1.3333 0.0 0.0 0.0 0.0931
H 0.6515 0.6918 4.3571 0.0 0.0 0.0 0.0940
H 0.0282 2.3593 4.4137 0.0 0.0 0.0 0.0996
H 1.6001 2.0357 3.6820 0.0 0.0 0.0 0.0976
H -5.0173 0.6707 -2.0401 0.0 0.0 0.0 0.0970
H -5.8088 0.7215 -0.4586 0.0 0.0 0.0 0.1103
H -5.6339 -0.8297 -1.2857 0.0 0.0 0.0 0.0951
H 0.9723 3.9863 2.3145 0.0 0.0 0.0 0.0887
H -0.7156 4.4074 2.6202 0.0 0.0 0.0 0.1053
H -0.0770 4.5321 0.9781 0.0 0.0 0.0 0.0929
Cl 4.9731 3.4517 -2.0741 0.0 0.0 0.0 0.6890
C 3.4353 2.6680 -1.8599 0.0 0.0 0.0 -0.6001
C 2.4208 2.9381 -2.7277 0.0 0.0 0.0 -0.1629
C 1.1592 2.3158 -2.5896 0.1 0.0 0.1 -0.6185
I -0.3185 2.6954 -3.9848 0.0 0.0 0.0 1.0485
C 0.9353 1.4485 -1.5485 0.3 -0.1 -0.2 -0.3630
O -0.1892 0.7821 -1.3763 -0.6 0.4 -0.1 -0.1763
C 1.9934 1.1759 -0.6317 0.0 0.1 -0.1 -0.1589
N 1.6963 0.3117 0.3586 -0.2 0.0 0.0 0.1286
C 2.6454 -0.0583 1.1773 0.0 -0.1 0.1 -0.0861
C 3.9652 0.4315 1.0832 0.0 0.0 0.0 -0.0258
C 4.2701 1.3479 0.1171 0.0 0.0 0.0 -0.0163
C 3.2648 1.7545 -0.7878 0.0 0.0 0.0 -0.1711
H 2.5805 3.6329 -3.5400 0.0 0.0 0.0 0.0916
H 2.3685 -0.7761 1.9439 0.0 0.0 0.0 0.1246
H 4.7185 0.0685 1.7688 0.0 0.0 0.0 0.1082
H 5.2690 1.7505 0.0207 0.0 0.0 0.0 0.0931
O 2.6836 -6.6180 -2.1881 0.2 0.1 0.1 -0.0498
C 3.4005 -5.6250 -2.4167 -0.1 -0.1 -0.4 -0.6950
O 4.5662 -5.5374 -2.8581 -0.2 -0.1 0.2 -0.0649
C 2.7041 -4.2571 -2.1864 0.0 0.0 0.1 -0.0982
C 3.3308 -3.0713 -2.5417 0.0 0.0 0.0 -0.0041
C 2.6817 -1.8649 -2.3197 0.0 0.0 -0.1 -0.1309
N 1.4828 -1.7676 -1.7550 0.0 0.1 0.1 0.1164
C 0.8833 -2.9096 -1.4120 0.1 -0.1 0.2 -0.1854
C 1.4363 -4.1649 -1.6199 0.1 0.0 0.0 0.0630
C -0.4718 -2.8075 -0.7721 -0.4 0.1 -0.8 -0.4592
O -1.2868 -3.6924 -0.7865 0.1 0.0 0.3 0.1250
O -0.7870 -1.5893 -0.3069 0.2 0.7 0.5 -0.1299
H 4.3181 -3.1241 -2.9840 0.0 0.0 0.0 0.1083
H 3.1502 -0.9235 -2.6097 0.0 -0.1 0.0 0.1004
H 0.9099 -5.0679 -1.3421 0.0 0.0 0.0 0.1259
```
Forces are in eV/Å.

Among the records above, which one has the lowest total charge? C24H19B2ClF4IN6O9V

Which of these has the lowest total charge? C24H19B2ClF4IN6O9V